# 1
The following is a DFT calculation (ωB97M-V/def2-TZVPD) of a structure of composition C23H52F6N3O8Pd.

```
93
Properties=species:S:1:pos:R:3:forces:R:3
Pd 0.164674 0.061635 1.025633 -0.01 0.02 -0.01
C -0.127559 -6.871687 1.620074 1.18 3.51 2.25
O 1.251584 -7.257674 1.650643 1.01 -2.11 -0.98
O -0.003986 -5.477574 1.830666 -2.08 -3.56 -1.78
C -0.951788 -7.623965 0.457485 1.08 2.18 0.59
F -1.153889 -8.907129 0.706216 0.20 -1.70 0.63
F -2.187326 -7.150138 0.279848 -0.56 0.83 -0.07
F -0.325479 -7.572259 -0.719714 0.32 0.13 -0.86
C 1.639999 -8.643044 1.669767 0.27 0.76 -0.94
C 2.773833 -8.775494 2.629343 0.20 0.47 0.02
H 3.114967 -9.810327 2.658602 -0.06 -0.09 0.49
H 3.606370 -8.169692 2.271568 0.05 0.15 0.23
H 2.375079 -8.354200 3.552159 0.57 -0.37 0.44
H 2.044859 -8.872727 0.684155 -0.32 -0.34 -0.44
H 0.902725 -9.403894 1.925988 -0.63 0.41 -0.03
H -0.452687 -7.381562 2.526963 -1.25 -0.31 0.45
C 3.140547 2.420302 5.990636 0.08 -0.40 -2.00
O 4.363888 2.583469 5.378190 1.46 -0.94 0.84
O 2.494550 1.460755 5.147286 0.16 1.53 2.50
C 3.256852 2.202913 7.521200 -0.70 -1.17 1.62
F 2.091544 1.912555 8.155709 -0.04 -0.68 -1.19
F 4.176704 1.324245 7.889680 0.12 -1.36 -0.68
F 3.641877 3.279127 8.181087 0.47 2.38 -0.38
C 5.194168 3.698927 5.685280 -0.39 0.53 -1.34
C 6.543491 3.442684 5.044356 1.10 0.28 0.81
H 6.618912 3.146708 3.998017 -0.74 -0.09 0.11
H 7.185541 4.318510 5.138109 -0.25 0.44 -0.04
H 7.108665 2.731390 5.646634 -0.24 -0.46 -0.11
H 5.284653 3.994017 6.730678 0.08 -0.63 0.15
H 4.674509 4.529793 5.208095 0.18 0.54 -0.15
H 2.676530 3.403914 5.917898 -1.29 0.04 -0.15
C 6.293622 -2.971137 -0.799902 -0.52 -1.89 -0.57
C 5.760224 -1.621823 -1.267470 0.51 0.06 0.53
C 5.957802 -1.370888 -2.802637 -1.52 -0.09 1.14
O 4.512749 -1.356281 -0.652580 1.48 -0.07 -1.37
H 7.003982 -3.467312 -1.461190 0.69 0.80 -0.21
H 5.519391 -3.726507 -0.934402 -0.67 0.17 0.29
H 6.638925 -3.133384 0.221135 -0.08 0.76 0.03
H 6.426044 -0.873009 -0.838432 -0.02 0.49 0.61
H 5.321684 -2.090824 -3.317551 0.23 0.03 -0.41
H 7.001500 -1.428817 -3.111563 -0.09 -0.22 0.20
H 5.584449 -0.364628 -2.992740 -0.01 -0.03 -0.25
C -0.936232 -1.576750 -4.671575 -0.47 -1.47 0.01
C -1.066184 -0.091251 -4.744317 -1.02 -2.26 -1.05
C -1.889349 0.229791 -6.092375 2.33 2.13 0.86
O -1.747237 1.669816 -6.200966 -1.24 0.38 -1.07
C -2.450629 2.173807 -7.366993 -0.40 -0.59 1.57
N -1.750904 0.376152 -3.502628 1.10 1.16 -2.06
H -0.300472 -2.089190 -5.393598 0.18 0.51 -0.37
H -1.938520 -1.954748 -4.873126 -0.12 -0.63 0.48
H -0.557706 -1.905798 -3.703826 -0.35 0.08 0.15
H -0.021337 0.209918 -4.819836 -0.38 1.26 0.06
H -2.944402 -0.041528 -6.129196 -0.10 -0.26 0.55
H -1.410865 -0.082755 -7.020527 0.21 -1.07 0.17
H -1.982952 1.920102 -8.318322 0.51 0.36 0.05
H -2.668539 3.224902 -7.177713 0.58 0.09 -0.42
H -3.436580 1.711723 -7.416657 -0.27 -0.23 0.07
H -1.982216 1.255369 -3.942600 -0.48 1.28 1.18
H -2.661133 -0.042774 -3.375844 -0.08 -0.73 -0.15
C -6.695181 0.702765 2.075937 -0.04 -1.22 -0.20
C -5.423400 -0.151353 1.758489 -1.91 0.07 -0.42
C -5.684024 -1.150116 0.586781 -1.30 -0.20 -0.10
O -6.072301 -0.505162 -0.638763 1.26 2.32 0.53
C -6.671925 -1.179887 -1.670060 -0.47 -2.08 -0.42
N -4.353904 0.820550 1.630297 0.35 -0.56 -0.08
H -6.856440 1.367479 1.227267 -0.31 0.02 0.10
H -6.578253 1.278438 2.994106 0.29 0.13 -0.05
H -7.556177 0.061083 2.263093 -0.29 0.04 -0.30
H -5.224594 -0.754918 2.644095 0.18 -0.31 -0.13
H -6.584770 -1.736276 0.768911 -0.19 -0.16 1.04
H -4.922014 -1.927420 0.529952 0.68 0.48 -0.59
H -7.198423 -2.059595 -1.299919 0.13 -0.56 0.20
H -5.985108 -1.513259 -2.448036 0.47 -0.16 0.12
H -7.478392 -0.721714 -2.242595 0.08 1.32 0.52
H -4.633134 1.450655 0.891998 0.21 0.20 -0.38
H -4.562645 1.332485 2.475545 0.90 0.67 0.15
C 0.789829 6.597941 0.265417 -1.47 2.34 -0.33
C -0.311053 5.619106 -0.215387 0.83 0.30 1.47
C -1.234173 6.003600 -1.394270 0.59 0.07 1.25
O -2.360440 5.168531 -1.311191 1.16 -0.59 -0.36
C -3.424422 5.412684 -2.200212 0.05 0.54 0.91
N 0.490444 4.432183 -0.399550 -0.40 -1.17 -1.11
H 1.355051 7.043387 -0.553234 0.03 -0.17 -0.32
H 1.532767 6.184258 0.947350 -0.36 -0.27 0.08
H 0.335778 7.444726 0.780086 0.04 0.32 0.19
H -0.894726 5.326217 0.657340 -0.71 0.69 -0.04
H -0.630961 5.948338 -2.300460 -0.15 -0.55 -0.57
H -1.545686 7.047345 -1.353621 -0.03 0.35 0.37
H -3.176165 6.089225 -3.017985 0.22 -0.23 -0.27
H -4.126937 5.944969 -1.558908 -0.82 -0.10 -0.45
H -3.797094 4.445855 -2.538536 -0.15 0.24 -0.14
H 0.871602 4.521470 -1.330600 0.66 -0.47 -0.13
H 1.207949 4.634656 0.281840 0.50 -1.31 -0.54
```
Positions in Å, forces in eV/Å.

Results
- gap between HOMO and LUMO (alpha / beta) (hartree) = 0.179 / 0.082
- charge = -1
- ⟨S²⟩ = 2.0078
- HOMO level (alpha / beta) (eV) = -2.96 / -2.96
- multiplicity = 3
- ΔE to the lowest compared entry with this formula, charge and spin (kcal per mole) = 172.4



# 2
The following is a DFT calculation (ωB97M-V/def2-TZVPD) of a structure of composition C10H22Br3O2PSSb.

```
40
Properties=species:S:1:pos:R:3:forces:R:3
C -2.250132 0.416303 -2.979753 0.28 0.27 0.79
C -1.948739 -0.773402 -2.012387 -0.56 0.67 -0.45
C -2.364723 -0.367606 -0.560275 -0.13 -0.82 -1.17
Br -3.654689 -1.703836 0.098279 -0.05 0.33 0.04
Sb -0.657178 0.094451 0.788152 0.24 1.34 -0.41
C 0.442116 -1.800625 0.315953 -0.41 -0.37 0.01
Br -0.455309 -3.432866 -0.300415 0.04 0.72 0.19
C 1.748747 -1.950483 0.418635 0.57 -1.08 -0.10
C 2.495487 -3.251702 0.125251 1.07 1.04 0.61
Br 2.923782 -0.503432 0.948291 -0.15 -0.37 -0.11
P 0.445494 1.423733 -1.054423 0.03 0.66 -0.71
C 1.574241 0.395978 -2.130580 0.65 0.06 -0.26
C 1.594499 2.630290 -0.185856 0.24 -0.11 -0.72
C 1.202911 4.106479 -0.450704 0.57 -0.24 1.02
S -1.702114 -0.990074 2.830725 -0.92 -1.33 1.96
C -0.617604 -0.581283 4.261641 0.69 0.75 -0.24
O -3.006244 -0.429436 3.191838 0.27 0.54 -0.22
O -1.683598 -2.455925 2.779240 0.45 0.11 -0.25
H -1.596744 0.420051 -3.861768 -0.38 -0.13 0.03
H -3.319952 0.449021 -3.236752 0.35 -0.25 -0.19
H -2.057002 1.358840 -2.446004 0.13 -0.22 -0.29
H -0.902044 -1.094459 -2.084098 -0.19 0.16 0.10
H -2.565260 -1.602024 -2.385613 0.34 -0.05 0.42
H -2.937254 0.561419 -0.670098 0.15 -0.21 0.54
H -1.533217 1.565843 1.243628 -0.03 -0.11 -0.04
H 0.600587 0.656004 1.879209 -0.09 -0.48 0.08
H 2.010738 -4.114149 0.586496 -0.12 0.14 -0.41
H 2.648034 -3.339961 -0.957813 -0.27 -0.33 0.22
H 3.498574 -3.174295 0.576106 -0.28 -0.05 -0.20
H 2.636836 0.455967 -1.842947 -0.38 0.00 0.18
H 1.537490 0.791259 -3.159469 -0.20 -0.18 0.28
H 1.321771 -0.671891 -2.162077 -0.12 0.29 0.09
H 1.678810 2.397124 0.887677 -0.13 0.18 -0.21
H 2.598088 2.491639 -0.623913 -0.27 -0.23 0.21
H 1.042719 4.326829 -1.510804 -0.24 -0.18 0.26
H 2.045130 4.734718 -0.108720 -0.29 -0.04 -0.11
H 0.345557 4.368373 0.182692 -0.04 0.08 -0.53
H -0.005799 -1.441923 4.551602 -0.44 0.00 -0.11
H -1.225912 -0.179697 5.079272 -0.09 -0.39 -0.24
H 0.091905 0.214745 3.979784 -0.30 -0.19 -0.05
```
Positions in Å, forces in eV/Å.

Results
- gap between HOMO and LUMO (hartree) = 0.256
- charge = -1
- HOMO level (eV) = -4.35



Asked for largest force on an atom across the records above, the calculation gives 4.49 2.54 eV Å⁻¹ in order.
Asked for E_tot across the records above, the calculation gives -2400.3229 -9246.4195 Ha in order.